ORCA calculation (ωB97M-V/def2-TZVPD) on a 4-piece molecular cluster, C9H20NO12S2 overall.

Summary:
- Net charge: -1

Each line ends with the Löwdin charge.
Element x y z (Å)
N -0.212 -0.045 -1.282  -0.555
O -0.776 -0.326 -2.387  -0.103
O -0.153 -0.885 -0.316  -0.091
O 0.349 1.107 -1.127  -0.104
O 2.550 0.092 -3.556  -0.261
S 2.393 -0.893 -4.567  0.627
O 3.407 -0.988 -5.608  -0.317
O 2.480 -2.358 -3.790  -0.269
C 1.467 -2.665 -2.824  -0.320
C 1.416 -4.092 -2.435  -0.108
C 0.840 -0.887 -5.382  -0.097
H 0.471 -2.168 -3.084  0.115
H 1.911 -2.119 -1.964  0.122
H 2.423 -4.596 -2.192  0.097
H 1.121 -4.764 -3.246  0.050
H 0.543 -4.367 -1.650  0.134
H 0.677 -0.161 -6.016  0.020
H 0.074 -0.698 -4.664  0.054
H 0.948 -1.843 -5.812  0.067
O -2.457 -0.194 5.102  -0.288
S -1.978 -1.558 4.899  0.567
O -2.615 -2.295 3.947  -0.251
O -0.433 -1.580 4.282  -0.247
C -0.306 -0.777 3.182  -0.323
C 1.230 -0.781 2.872  -0.103
C -1.854 -2.540 6.380  -0.115
H -0.644 0.224 3.062  0.108
H -0.649 -1.255 2.118  0.156
H 1.951 -0.308 3.645  0.089
H 1.545 -0.054 2.169  0.036
H 1.795 -1.625 2.391  0.086
H -2.883 -2.494 6.831  0.098
H -1.146 -1.769 6.902  0.101
H -1.252 -3.362 6.134  0.045
C -0.294 5.567 -0.426  -0.103
C -1.090 4.303 0.025  -0.109
O -2.437 4.773 -0.050  0.024
C -2.496 6.134 -0.068  -0.611
O -3.501 6.718 -0.221  0.165
O -1.282 6.648 -0.277  0.048
H 0.054 5.411 -1.476  0.128
H 0.641 5.723 0.181  0.131
H -0.770 4.205 1.127  0.154
H -1.057 3.542 -0.830  0.155



ORCA calculation (ωB97M-V/def2-TZVPD) on CH4Na7O5 as an isolated structure.

Summary:
- Net charge: +5

Each line ends with the Löwdin charge.
Element x y z (Å)
Na -4.158 2.042 1.889  0.893
Na -0.065 2.033 4.972  0.955
Na -5.172 -0.612 -2.156  0.938
Na -0.725 -3.393 -2.084  0.920
Na -4.178 -2.851 2.035  0.848
Na 4.006 1.183 1.781  0.957
Na 0.762 -3.230 3.604  0.919
C -0.192 0.015 0.436  -1.259
O 0.760 -0.760 0.362  -0.056
O 0.086 1.054 0.974  -0.049
O -1.274 -0.286 0.024  -0.074
O 4.253 -1.906 -2.518  -0.033
H 4.341 -2.825 -2.265  0.034
H 3.636 -1.541 -1.883  0.004
O -0.885 4.017 -1.827  -0.041
H -0.598 3.759 -0.951  0.011
H -0.597 3.301 -2.394  0.031



| no. | lowest unoccupied orbital energy (eV) | orbital gap (eV) |
| --- | --- | --- |
| 1 | 2.1397 | 7.500 |
| 2 | -15.1975 | 3.150 |